[1]
C5H9N2O | the ωB97M-V functional and the def2-TZVPD basis

Output
- Frontier orbital gap: 8.940 eV
- Largest force on an atom: 0.017 hartree/bohr
- Calculated total energy: -10351.8847 eV
- HOMO level: -12.315 eV
- Relative energy (zero: lowest compared OMol25 entry of this formula, charge and spin): 17.0 kcal per mole

The geometry in ORCA input format:
```
! RIJCOSX wB97M-V def2-TZVPD def2/J DEFGRID3
* xyz 1 1
C -3.1409 -0.0908 0.6812
C -2.9115 -0.7401 -0.5621
C -2.1751 0.8498 0.8034
C -1.8205 -0.1476 -1.1036
C 1.7635 -0.1062 0.0571
N 1.3670 1.0589 -0.3535
N 3.0077 -0.4540 0.2530
O -1.3586 0.8328 -0.2820
H -3.9258 -0.3020 1.3778
H -3.4897 -1.5331 -0.9854
H -1.9583 1.5744 1.5616
H 0.9986 -0.8523 0.2554
H 0.3569 1.2393 -0.4363
H 2.0160 1.8066 -0.5671
H 3.2458 -1.3833 0.5687
H 3.7753 0.1903 0.1079
H -1.3030 -0.2919 -2.0318
*
```

---

[2]
C5H9N2O | the ωB97M-V functional and the def2-TZVPD basis

Output
- Frontier orbital gap: 11.355 eV
- Largest force on an atom: 0.106 hartree/bohr
- Calculated total energy: -10349.1717 eV
- HOMO level: -15.352 eV
- Relative energy (zero: lowest compared OMol25 entry of this formula, charge and spin): 79.5 kcal per mole

The geometry in ORCA input format:
```
! RIJCOSX wB97M-V def2-TZVPD def2/J DEFGRID3
* xyz 1 1
C 0.3750 1.4072 1.1373
C -1.3325 -0.4144 2.2277
C -0.5380 0.5488 -1.8744
C 0.6895 -1.3442 -0.6025
C 0.7310 0.1468 -1.0650
N -0.2249 0.0818 2.4077
N 0.6314 1.0759 0.0443
O -2.3693 -0.8640 2.0849
H 0.4002 2.1405 1.9397
H -1.3885 0.6507 -1.2885
H -0.3309 1.4082 -2.4478
H -0.5989 -0.1967 -2.5878
H -0.3902 -1.6184 -0.3115
H 1.3975 -1.4925 0.0926
H 0.8590 -2.0418 -1.4878
H 1.7231 0.3377 -1.4366
H 0.3664 0.1745 3.1676
*
```

---

[3]
C5H9N2O2 | the ωB97M-V functional and the def2-TZVPD basis

Output
- Frontier orbital gap: 5.044 eV
- Largest force on an atom: 0.075 hartree/bohr
- Calculated total energy: -12403.3061 eV
- HOMO level: -1.448 eV
- Relative energy (zero: lowest compared OMol25 entry of this formula, charge and spin): 35.5 kcal per mole

The geometry in ORCA input format:
```
! RIJCOSX wB97M-V def2-TZVPD def2/J DEFGRID3
* xyz -1 1
C 0.0520 -1.4507 2.2466
C -0.5679 -0.9339 0.8434
C -0.5285 -1.9353 -0.3872
N -1.0951 0.2758 0.8555
N -1.2327 0.8230 -0.4082
C -0.3906 2.0497 -0.4709
C 0.7887 1.7237 -1.5383
O 0.6400 0.7792 -2.3442
O 2.0076 2.4460 -1.6272
H 0.7033 -0.6061 2.6305
H 0.6027 -2.4342 2.1365
H -0.8443 -1.5409 2.9593
H -1.5453 -2.0922 -0.8910
H 0.2760 -1.7049 -1.1605
H -0.2488 -2.9673 0.0462
H 0.0156 2.3455 0.5556
H -0.9617 2.9388 -0.9002
H 2.3291 2.2838 -2.5458
*
```

---

[4]
C5H9N2O2 | the ωB97M-V functional and the def2-TZVPD basis

Output
- Frontier orbital gap (spin up / spin down): 6.758 / 8.606 eV
- Largest force on an atom: 0.154 hartree/bohr
- Calculated total energy: -12390.1746 eV
- HOMO level (spin up / spin down): -9.754 / -15.237 eV
- Relative energy (zero: lowest compared OMol25 entry of this formula, charge and spin): 121.8 kcal per mole

The geometry in ORCA input format:
```
! RIJCOSX wB97M-V def2-TZVPD def2/J DEFGRID3
* xyz 1 3
C 0.3502 1.4717 -0.0094
C 1.4282 0.7408 0.3941
C -0.5612 -0.4701 0.2424
C -2.1262 1.3044 -0.4168
C 1.7209 -1.6433 -0.3968
N -0.8045 0.7976 -0.1948
N 0.9462 -0.6337 0.5306
O -1.3567 -1.5148 -0.0740
O -1.3938 -1.0346 1.2598
H 0.2933 2.4846 -0.3159
H 2.3922 0.7853 0.6637
H -2.0497 2.2813 -0.6799
H -2.6262 0.6435 -1.1401
H -2.6333 1.3967 0.5293
H 2.6667 -2.0183 0.0162
H 1.0717 -2.4566 -0.4929
H 1.7680 -1.0862 -1.3594
H 0.9142 -1.0483 1.4438
*
```